[1]
The following is a quantum chemistry calculation of a structure of composition C9H16I2N2, from the OMol25 dataset.

CARTESIAN COORDINATES (ANGSTROEM)
C  -0.221  0.463  -2.709
C  -0.660  0.025  -1.513
C  -0.324  0.520  -0.212
C  0.165  0.070  0.949
C  0.253  0.806  2.260
C  1.647  -3.139  -0.033
C  -1.755  2.864  -1.487
C  0.586  -2.129  -0.142
C  -0.972  2.580  -0.185
N  0.676  -1.908  2.205
N  0.556  -1.290  1.007
I  -2.361  3.026  1.408
I  0.869  3.629  0.042
H  -0.792  0.263  -3.594
H  0.540  1.343  -2.816
H  -1.350  -0.883  -1.532
H  -0.057  1.812  2.013
H  -0.322  0.386  3.015
H  1.248  0.743  2.538
H  1.451  -4.086  0.441
H  1.957  -3.346  -1.102
H  2.557  -2.665  0.539
H  -1.847  3.913  -1.522
H  -2.606  2.138  -1.368
H  -1.049  2.633  -2.360
H  0.928  -1.593  -0.949
H  -0.432  -2.468  -0.403
H  -0.174  -1.986  2.655
H  1.491  -1.720  2.852

## Properties
Total charge = 0
HOMO energy = -0.283 Ha
Gap between HOMO and LUMO = 7.565 eV



[2]
The following is a quantum chemistry calculation of a structure of composition C17H18BClN6O2W, from the OMol25 dataset.

CARTESIAN COORDINATES (ANGSTROEM)
H  0.650  -2.098  -2.462
N  -0.967  -0.805  -1.829
B  -3.370  0.146  -1.505
N  -2.339  -0.841  -2.107
C  -2.569  -1.772  -3.041
W  -0.435  0.639  -0.443
H  -3.566  -1.941  -3.406
C  -1.379  -2.383  -3.358
H  -1.272  -3.184  -4.067
C  -0.390  -1.805  -2.562
H  -4.462  0.150  -1.979
C  1.725  2.436  1.135
H  2.848  2.323  1.253
H  1.279  2.147  2.088
H  1.511  3.503  0.953
N  -2.820  1.538  -1.853
N  -3.257  -0.020  0.026
N  -1.564  1.958  -1.488
N  -2.048  0.161  0.694
C  -3.436  2.501  -2.549
C  -4.203  -0.240  0.942
H  -4.450  2.326  -2.912
H  -5.221  -0.384  0.635
C  -2.551  3.592  -2.647
C  -3.627  -0.244  2.197
C  -1.379  3.232  -1.971
C  -2.263  -0.064  2.026
H  -2.763  4.520  -3.142
H  -4.151  -0.375  3.125
H  -0.444  3.728  -1.753
H  -1.444  -0.126  2.731
H  1.318  1.801  0.241
Cl  7.393  -2.579  2.757
C  5.823  -1.998  2.346
C  4.928  -1.681  3.378
C  3.629  -1.277  3.056
C  3.215  -1.202  1.725
C  4.130  -1.491  0.698
C  5.440  -1.900  0.996
C  1.788  -0.764  1.429
O  1.033  -0.428  2.358
O  1.540  -0.754  0.146
H  5.246  -1.770  4.413
H  2.914  -1.022  3.833
H  3.794  -1.393  -0.334
H  6.167  -2.162  0.229

## Properties
Total charge = +2
HOMO energy (alpha / beta) = -0.484 / -0.484 Ha
2S+1 = 3
Gap between HOMO and LUMO (alpha / beta) = 3.162 / 4.020 eV



[3]
The following is a quantum chemistry calculation of a structure of composition C19H18F4N5O15S4Y, from the OMol25 dataset.

CARTESIAN COORDINATES (ANGSTROEM)
Y  0.268  -0.703  -0.157
N  1.570  -0.195  1.495
S  2.919  -0.608  2.120
O  3.017  -0.807  3.526
O  4.020  0.009  1.438
F  2.928  -2.051  1.424
S  1.389  1.337  2.406
O  2.542  1.896  3.025
O  0.198  1.260  3.183
F  1.012  2.208  1.117
N  -0.167  -2.816  -0.407
S  -0.590  -3.547  -1.914
O  -1.964  -3.929  -2.021
O  0.396  -4.316  -2.611
F  -0.484  -2.155  -2.725
S  0.005  -4.241  0.286
O  1.164  -5.014  -0.108
O  -1.172  -4.955  0.646
F  0.509  -3.677  1.677
C  0.871  1.810  -2.733
O  0.288  0.969  -1.813
H  1.885  1.486  -3.011
H  0.421  1.825  -3.742
H  0.872  2.874  -2.466
C  -3.054  5.390  -1.369
C  -4.028  4.969  -0.475
C  -3.981  3.716  0.149
C  -2.884  2.897  -0.130
C  -1.978  3.261  -1.118
C  -2.069  4.479  -1.734
N  -2.685  1.684  0.658
O  -3.440  1.463  1.582
O  -1.701  0.980  0.433
H  -3.157  6.315  -1.919
H  -4.882  5.609  -0.296
H  -4.881  3.462  0.689
H  -1.303  2.506  -1.513
H  -1.498  4.796  -2.598
C  6.449  1.211  -2.734
C  6.163  0.381  -3.830
C  5.001  -0.368  -3.745
C  4.142  -0.202  -2.680
C  4.428  0.670  -1.645
C  5.560  1.461  -1.693
N  2.975  -1.096  -2.570
O  2.366  -1.025  -1.502
O  2.664  -1.793  -3.485
H  7.452  1.618  -2.648
H  6.946  0.372  -4.572
H  4.763  -1.008  -4.585
H  3.892  0.831  -0.720
H  5.880  2.106  -0.889
C  -5.296  -2.851  3.429
C  -4.825  -2.323  2.223
C  -3.510  -1.852  2.146
C  -2.674  -2.005  3.236
C  -3.126  -2.620  4.402
C  -4.423  -3.019  4.492
N  -1.300  -1.485  3.186
O  -0.755  -1.269  4.224
O  -0.790  -1.311  2.089
H  -6.332  -3.132  3.555
H  -5.489  -2.206  1.380
H  -3.208  -1.333  1.249
H  -2.462  -2.604  5.257
H  -4.843  -3.335  5.439

## Properties
Total charge = 0
HOMO energy = -0.338 Ha
Gap between HOMO and LUMO = 7.463 eV



[4]
The following is a quantum chemistry calculation of an isolated molecule of CH3INOP, from the OMol25 dataset.

CARTESIAN COORDINATES (ANGSTROEM)
C  -1.148  0.331  0.045
N  -0.054  -0.736  0.046
O  -0.851  1.469  0.010
P  1.677  -0.352  -0.086
I  -3.182  -0.242  -0.043
H  -0.219  -1.713  -0.082
H  1.929  0.407  1.077
H  1.847  0.836  -0.967

## Properties
Total charge = 0
HOMO energy (alpha / beta) = -0.214 / -0.348 Ha
2S+1 = 3
Gap between HOMO and LUMO (alpha / beta) = 6.457 / 5.437 eV
ΔE to the lowest compared entry with this formula, charge and spin = 1.5617 eV